Entry 1:
Entry from the Open Molecules 2025 dataset: a structure of composition C50H60N5O7PRe (ωB97M-V with the def2-TZVPD basis set).

Properties
Total charge: +2
Max |F| (eV/Å): 1.69
Molecular weight (g/mol): 1060.24
Highest occupied orbital energy (alpha / beta) (eV): -12.75 / -12.75
Expectation value of S²: 0.8092
Orbital gap (alpha / beta) (eV): 6.546 / 6.409
Energy (eV): -86014.1881
2S+1: 2

The geometry in XYZ format:
```
124
C50H60N5O7PRe, DFT ωB97M-V with the def2-TZVPD basis set
Re -0.53 -0.35 -0.55
C 0.92 5.24 0.65
C 0.39 4.40 1.80
C 0.45 5.12 3.11
O -0.94 3.96 1.56
C -0.82 2.88 0.69
C 0.49 2.15 1.17
O 1.14 3.17 1.88
C 0.56 0.84 1.98
O 0.25 -0.32 1.11
C 2.06 0.65 2.39
C 3.09 0.95 1.49
C 4.42 0.79 1.84
C 4.76 0.28 3.09
C 3.75 -0.07 3.97
C 2.42 0.10 3.62
C -0.32 0.80 3.22
C -0.16 1.77 4.21
C -0.85 1.67 5.41
C -1.68 0.59 5.65
C -1.83 -0.39 4.68
C -1.15 -0.28 3.47
C -2.13 2.14 0.42
O -1.69 1.00 -0.41
C -2.99 1.64 1.57
C -3.61 0.40 1.50
C -4.58 0.02 2.43
C -4.91 0.89 3.45
C -4.28 2.12 3.55
C -3.34 2.51 2.60
C -3.04 3.02 -0.48
C -4.12 2.41 -1.11
C -4.95 3.14 -1.95
C -4.71 4.49 -2.17
C -3.64 5.10 -1.55
C -2.80 4.37 -0.71
H 0.25 6.08 0.48
H 1.02 4.67 -0.27
H 1.91 5.62 0.92
H 0.15 6.16 2.99
H 1.48 5.09 3.48
H -0.21 4.64 3.84
H -0.55 3.23 -0.31
H 1.04 1.92 0.24
H 2.87 1.35 0.51
H 5.20 1.07 1.14
H 5.80 0.16 3.37
H 4.00 -0.49 4.94
H 1.65 -0.19 4.33
H 0.54 2.58 4.05
H -0.71 2.43 6.17
H -2.21 0.50 6.59
H -2.45 -1.25 4.87
H -1.26 -1.06 2.72
H -3.36 -0.29 0.69
H -5.07 -0.94 2.33
H -5.67 0.61 4.18
H -4.54 2.80 4.35
H -2.90 3.50 2.65
H -4.33 1.36 -0.94
H -5.80 2.65 -2.42
H -5.37 5.06 -2.81
H -3.43 6.15 -1.72
H -1.98 4.88 -0.22
O 0.75 -1.34 -1.64
P 2.22 -1.51 -2.16
N 3.08 -2.10 -0.93
C 2.48 -2.78 0.26
C 3.68 -3.36 0.98
C 4.64 -3.71 -0.15
C 4.50 -2.54 -1.11
N 2.67 -0.09 -2.79
C 4.05 0.12 -3.32
C 4.64 1.16 -2.37
C 3.45 2.09 -2.10
C 2.20 1.19 -2.21
N 2.40 -2.57 -3.36
C 1.97 -3.98 -3.09
C 1.12 -4.39 -4.31
C 0.77 -3.08 -5.01
C 2.02 -2.24 -4.77
H 1.81 -3.59 -0.06
H 1.93 -2.08 0.88
H 3.41 -4.23 1.59
H 4.12 -2.61 1.63
H 4.33 -4.64 -0.64
H 5.67 -3.83 0.18
H 4.69 -2.81 -2.15
H 5.17 -1.72 -0.83
H 3.98 0.52 -4.33
H 4.60 -0.82 -3.36
H 5.48 1.68 -2.82
H 4.97 0.67 -1.45
H 3.41 2.88 -2.85
H 3.52 2.57 -1.12
H 1.45 1.64 -2.85
H 1.74 1.02 -1.23
H 1.39 -4.02 -2.16
H 2.83 -4.63 -2.97
H 0.25 -4.98 -4.02
H 1.73 -5.00 -4.98
H -0.09 -2.59 -4.53
H 0.55 -3.21 -6.07
H 1.87 -1.17 -4.90
H 2.83 -2.56 -5.44
O -3.33 -1.92 -3.91
C -3.63 -3.31 -3.78
N -4.71 -3.61 -2.89
C -4.67 -3.70 -1.53
O -5.63 -3.94 -0.84
C -3.34 -3.50 -0.82
C -3.01 -4.35 0.23
C -1.90 -4.08 1.00
C -1.16 -2.95 0.75
N -1.49 -2.12 -0.26
C -2.55 -2.40 -1.05
H -4.02 -1.48 -4.42
H -2.72 -3.76 -3.40
H -3.85 -3.75 -4.74
H -5.65 -3.69 -3.27
H -3.66 -5.19 0.44
H -1.61 -4.73 1.82
H -0.32 -2.65 1.36
H -2.76 -1.71 -1.86
```

Mulliken atomic charge list, values in e, 99 entries:
1 Re 0.37
2 C -1.77
3 C 1.45
4 C -1.85
5 O -0.31
6 C -1.44
7 C -0.09
8 O -0.22
9 C 2.18
10 O -0.50
11 C -0.35
12 C 0.99
13 C -0.85
14 C -0.80
15 C -1.11
16 C -0.62
17 C 0.49
18 C -0.20
19 C -1.35
20 C -0.98
21 C -0.65
22 C 0.16
23 C 2.60
24 O 0.60
25 C -0.29
26 C 0.15
27 C -1.06
28 C -0.80
29 C -0.95
30 C -0.24
31 C 0.10
32 C -0.53
33 C -0.84
34 C -0.63
35 C -0.99
36 C -0.51
37 H 0.42
38 H 0.22
39 H 0.48
40 H 0.51
41 H 0.31
42 H 0.47
43 H 0.96
44 H -0.40
45 H -0.52
46 H 0.46
47 H 0.45
48 H 0.46
49 H 0.53
50 H 1.02
51 H 0.49
52 H 0.43
53 H 0.44
54 H -0.02
55 H 0.41
56 H 0.51
57 H 0.46
58 H 0.48
59 H 0.58
60 H 0.41
61 H 0.44
62 H 0.43
63 H 0.48
64 H 0.56
65 O 0.45
66 P -1.30
67 N 1.25
68 C 0.98
69 C -0.78
70 C -0.89
71 C -0.48
72 N 0.31
73 C -0.75
74 C -0.28
75 C -0.68
76 C 0.66
77 N 0.09
78 C -0.04
79 C -0.76
80 C -0.37
81 C -0.77
82 H 0.11
83 H -0.97
84 H 0.46
85 H 0.19
86 H 0.25
87 H 0.46
88 H 0.47
89 H 0.26
90 H 0.49
91 H 0.38
92 H 0.54
93 H -0.22
94 H 0.48
95 H 0.35
96 H 0.37
97 H -1.26
98 H -0.07
99 H 0.27

Entry 2:
Entry from the Open Molecules 2025 dataset: a structure of composition C50H62Al (ωB97M-V with the def2-TZVPD basis set).

Properties
Total charge: -1
Max |F| (eV/Å): 0.51
Molecular weight (g/mol): 690.03
Highest occupied orbital energy (eV): -4.74
Orbital gap (eV): 6.793
Energy (eV): -59453.2989

The geometry in XYZ format:
```
113
C50H62Al, DFT ωB97M-V with the def2-TZVPD basis set
C -2.25 -4.44 2.68
C -2.74 -4.04 1.30
C -3.58 -5.11 0.60
C -3.01 -6.52 0.50
C -2.00 -6.77 -0.61
C -0.85 -5.75 -0.74
C -1.15 -4.61 -1.72
C -0.08 -3.54 -1.86
Al -0.74 -2.12 -3.17
H -3.09 -4.67 3.33
H -1.68 -3.63 3.13
H -1.60 -5.32 2.66
H -3.38 -3.17 1.44
H -1.91 -3.69 0.68
H -4.52 -5.17 1.15
H -3.84 -4.77 -0.40
H -2.56 -6.82 1.45
H -3.84 -7.20 0.35
H -1.58 -7.76 -0.46
H -2.51 -6.81 -1.58
H -0.57 -5.37 0.24
H 0.02 -6.28 -1.14
H -2.10 -4.13 -1.48
H -1.30 -5.08 -2.70
H 0.84 -3.96 -2.25
H 0.13 -3.08 -0.88
H 0.21 -0.80 -3.14
H -0.78 -2.84 -4.63
H -2.29 -1.78 -2.76
C -4.93 -0.76 4.00
C -4.44 -0.82 2.70
C -3.26 -0.17 2.37
C -2.57 0.54 3.34
C -3.06 0.61 4.63
C -4.24 -0.04 4.96
H -5.84 -1.27 4.26
H -4.98 -1.38 1.95
H -2.88 -0.22 1.35
H -1.64 1.03 3.08
H -2.51 1.16 5.39
H -4.62 0.01 5.98
C 1.23 4.04 4.39
C 0.87 2.70 4.32
C 1.38 1.90 3.30
C 2.25 2.44 2.37
C 2.61 3.78 2.45
C 2.10 4.58 3.46
H 0.82 4.67 5.18
H 0.19 2.28 5.04
H 1.09 0.86 3.23
H 2.65 1.82 1.58
H 3.29 4.20 1.72
H 2.37 5.62 3.52
C 2.54 1.16 -3.41
C 2.70 2.49 -3.07
C 2.82 3.46 -4.06
C 2.79 3.08 -5.40
C 2.65 1.74 -5.74
C 2.52 0.78 -4.74
H 2.42 0.41 -2.64
H 2.71 2.79 -2.03
H 2.93 4.50 -3.80
H 2.88 3.83 -6.18
H 2.62 1.44 -6.78
H 2.39 -0.26 -5.00
C -0.52 7.87 5.75
C 0.00 7.78 4.47
C 1.19 8.42 4.15
C 1.86 9.15 5.12
C 1.34 9.24 6.41
C 0.15 8.60 6.72
H -1.44 7.36 6.00
H -0.52 7.20 3.71
H 1.59 8.36 3.15
H 2.79 9.65 4.88
H 1.87 9.80 7.16
H -0.25 8.66 7.72
C 0.59 -3.77 -8.67
C 0.82 -3.82 -7.30
C 0.59 -4.99 -6.60
C 0.12 -6.11 -7.27
C -0.11 -6.06 -8.64
C 0.12 -4.89 -9.34
H 0.77 -2.85 -9.22
H 1.18 -2.94 -6.78
H 0.75 -5.01 -5.53
H -0.07 -7.02 -6.72
H -0.48 -6.94 -9.16
H -0.06 -4.85 -10.41
C 1.76 -3.18 1.90
C 2.22 -4.01 0.88
C 3.36 -3.67 0.17
C 4.06 -2.51 0.48
C 3.59 -1.67 1.49
C 2.44 -2.00 2.18
H 0.85 -3.43 2.43
H 1.66 -4.89 0.61
H 3.69 -4.29 -0.65
H 4.94 -2.24 -0.08
H 4.12 -0.76 1.71
H 2.07 -1.34 2.95
C -0.04 4.90 -1.78
C -0.37 6.21 -1.46
C -0.51 6.60 -0.14
C -0.32 5.67 0.88
C 0.01 4.36 0.56
C 0.15 3.97 -0.76
H 0.07 4.60 -2.81
H -0.52 6.94 -2.26
H -0.78 7.62 0.11
H -0.43 5.97 1.91
H 0.16 3.63 1.36
H 0.40 2.95 -1.01
```

Mulliken atomic charge list, values in e, 99 entries:
1 C -1.69
2 C 1.31
3 C -0.98
4 C -0.75
5 C -1.04
6 C 0.37
7 C -0.89
8 C -0.48
9 Al -0.19
10 H 0.39
11 H 0.37
12 H 0.41
13 H -0.39
14 H -0.22
15 H 0.55
16 H 0.35
17 H 0.30
18 H 0.37
19 H 0.35
20 H 0.40
21 H -0.45
22 H 0.63
23 H -0.07
24 H 0.47
25 H 0.36
26 H 0.17
27 H -0.13
28 H -0.22
29 H -0.30
30 C -0.50
31 C -0.35
32 C -0.67
33 C -0.13
34 C -0.40
35 C -0.40
36 H 0.37
37 H 0.46
38 H 0.50
39 H 0.39
40 H 0.35
41 H 0.37
42 C -0.42
43 C -0.51
44 C -0.38
45 C -0.41
46 C -0.50
47 C -0.37
48 H 0.46
49 H 0.41
50 H 0.43
51 H 0.47
52 H 0.38
53 H 0.43
54 C -0.60
55 C -0.26
56 C -0.58
57 C -0.34
58 C -0.43
59 C -0.34
60 H 0.49
61 H 0.53
62 H 0.40
63 H 0.35
64 H 0.36
65 H 0.42
66 C -0.63
67 C -0.14
68 C -0.30
69 C -0.45
70 C -0.39
71 C -0.36
72 H 0.39
73 H 0.39
74 H 0.44
75 H 0.37
76 H 0.36
77 H 0.37
78 C -0.46
79 C -0.24
80 C -0.42
81 C -0.36
82 C -0.37
83 C -0.32
84 H 0.34
85 H 0.42
86 H 0.38
87 H 0.36
88 H 0.34
89 H 0.34
90 C -0.41
91 C -0.19
92 C -0.39
93 C -0.51
94 C -0.37
95 C -0.35
96 H 0.37
97 H 0.22
98 H 0.39
99 H 0.38

Entry 3:
Entry from the Open Molecules 2025 dataset: a structure of composition C50H64O6S (ωB97M-V with the def2-TZVPD basis set).

Properties
Max |F| (eV/Å): 1.17
Molecular weight (g/mol): 793.12
Highest occupied orbital energy (eV): -9.02
Orbital gap (eV): 9.444
Energy (eV): -76007.0232

The geometry in XYZ format:
```
121
C50H64O6S, DFT ωB97M-V with the def2-TZVPD basis set
C -1.52 -3.47 2.41
C -1.22 -1.99 2.07
C -1.10 -1.70 0.57
O -2.34 -1.24 0.01
C -2.38 -0.01 -0.60
O -1.34 0.15 -1.58
S -1.45 1.67 -2.10
O -2.41 1.65 -3.16
O -0.15 2.21 -2.31
O -2.03 2.28 -0.78
C -2.38 1.29 0.26
C -1.36 1.50 1.36
C 0.13 1.60 0.95
C 1.01 1.24 2.16
O -3.66 1.64 0.63
C -4.33 0.73 1.50
C -5.70 1.31 1.93
C -5.91 2.75 1.44
C -6.85 0.37 1.51
C -8.20 0.85 2.06
C -6.93 0.16 -0.01
H -2.54 -3.59 2.77
H -0.86 -3.84 3.19
H -1.41 -4.12 1.53
H -2.00 -1.37 2.49
H -0.27 -1.71 2.53
H -0.29 -1.01 0.33
H -0.88 -2.64 0.05
H -3.34 0.02 -1.14
H -1.66 2.45 1.82
H -1.46 0.73 2.12
H 0.34 2.64 0.67
H 0.37 0.95 0.11
H 2.07 1.34 1.94
H 0.76 1.88 3.01
H 0.80 0.21 2.48
H -3.70 0.53 2.38
H -4.47 -0.23 0.99
H -5.70 1.32 3.03
H -6.85 3.15 1.82
H -5.92 2.80 0.35
H -5.11 3.41 1.79
H -6.64 -0.61 1.96
H -8.78 1.40 1.32
H -8.81 -0.01 2.37
H -8.07 1.47 2.95
H -7.82 -0.42 -0.26
H -6.95 1.11 -0.56
H -6.07 -0.41 -0.39
C 3.31 -2.18 -3.43
C 4.15 -1.08 -3.39
C 3.62 0.20 -3.35
C 2.25 0.39 -3.34
C 1.40 -0.72 -3.38
C 1.93 -2.00 -3.43
H 3.73 -3.18 -3.46
H 5.23 -1.22 -3.38
H 4.28 1.06 -3.32
H 1.83 1.38 -3.31
H 0.33 -0.58 -3.38
H 1.28 -2.86 -3.47
C 5.62 -0.69 2.69
C 6.33 -0.17 3.77
C 5.68 0.11 4.96
C 4.33 -0.15 5.09
C 3.61 -0.67 4.02
C 4.25 -0.93 2.82
H 6.12 -0.90 1.76
H 7.39 0.02 3.67
H 6.24 0.52 5.80
H 3.82 0.06 6.03
H 2.55 -0.86 4.13
H 3.70 -1.33 1.98
C -11.02 -3.47 -1.33
C -11.21 -2.97 -2.61
C -10.12 -2.60 -3.38
C -8.84 -2.73 -2.88
C -8.64 -3.24 -1.60
C -9.73 -3.60 -0.82
H -11.87 -3.76 -0.72
H -12.22 -2.87 -3.00
H -10.27 -2.21 -4.38
H -7.98 -2.45 -3.48
H -7.64 -3.34 -1.20
H -9.58 -3.99 0.18
C 12.02 -1.63 3.44
C 12.71 -1.08 4.51
C 12.05 -0.79 5.69
C 10.68 -1.04 5.80
C 9.99 -1.58 4.73
C 10.66 -1.88 3.55
H 12.54 -1.86 2.52
H 13.77 -0.89 4.43
H 12.59 -0.36 6.53
H 10.16 -0.81 6.72
H 8.93 -1.78 4.82
H 10.11 -2.30 2.72
C 10.27 -0.11 -2.60
C 9.39 -1.16 -2.35
C 8.30 -1.36 -3.17
C 8.08 -0.52 -4.26
C 8.96 0.52 -4.51
C 10.05 0.73 -3.68
H 11.12 0.05 -1.95
H 9.56 -1.81 -1.51
H 7.61 -2.18 -2.97
H 7.23 -0.68 -4.90
H 8.79 1.18 -5.36
H 10.73 1.55 -3.88
C -4.97 3.79 -2.67
C -6.33 4.01 -2.87
C -6.76 4.76 -3.95
C -5.83 5.28 -4.85
C -4.48 5.05 -4.65
C -4.05 4.31 -3.57
H -4.63 3.21 -1.82
H -7.05 3.60 -2.17
H -7.81 4.93 -4.10
H -6.17 5.86 -5.70
H -3.75 5.46 -5.35
H -2.99 4.13 -3.42
```

Mulliken atomic charge list, values in e, 99 entries:
1 C -1.30
2 C 0.52
3 C 0.06
4 O -0.51
5 C -0.80
6 O -0.36
7 S 1.32
8 O -0.65
9 O -0.58
10 O -0.30
11 C 1.38
12 C -1.19
13 C -0.15
14 C -1.06
15 O -0.35
16 C -0.76
17 C 0.09
18 C -1.57
19 C 0.69
20 C -1.77
21 C -1.25
22 H 0.30
23 H 0.39
24 H 0.31
25 H 0.02
26 H -0.37
27 H -0.14
28 H 0.55
29 H 0.66
30 H 0.77
31 H 0.33
32 H 0.43
33 H 0.11
34 H 0.52
35 H 0.36
36 H -0.25
37 H 0.24
38 H 0.36
39 H 0.47
40 H 0.40
41 H 0.23
42 H 0.42
43 H 0.40
44 H 0.34
45 H 0.41
46 H 0.42
47 H 0.50
48 H 0.07
49 H 0.30
50 C -0.50
51 C 0.10
52 C -0.67
53 C -0.34
54 C -0.27
55 C -0.54
56 H 0.38
57 H 0.23
58 H 0.39
59 H 0.48
60 H 0.34
61 H 0.40
62 C -0.53
63 C -0.42
64 C -0.43
65 C -0.54
66 C -0.17
67 C -0.38
68 H 0.44
69 H 0.53
70 H 0.37
71 H 0.37
72 H 0.33
73 H 0.43
74 C -0.35
75 C -0.37
76 C -0.39
77 C -0.37
78 C -0.38
79 C -0.41
80 H 0.36
81 H 0.36
82 H 0.36
83 H 0.38
84 H 0.42
85 H 0.37
86 C -0.36
87 C -0.39
88 C -0.35
89 C -0.44
90 C -0.33
91 C -0.45
92 H 0.36
93 H 0.35
94 H 0.36
95 H 0.36
96 H 0.50
97 H 0.38
98 C -0.38
99 C -0.45

Entry 4:
Entry from the Open Molecules 2025 dataset: a structure of composition C50H67FN5S3SbTi (ωB97M-V with the def2-TZVPD basis set).

Properties
Max |F| (eV/Å): 0.78
Relative energy (zero: lowest compared OMol25 entry of this formula, charge and spin) (kcal per mole): 0.0
Molecular weight (g/mol): 1022.95
Highest occupied orbital energy (alpha / beta) (eV): -6.60 / -6.97
Expectation value of S²: 2.0186
Orbital gap (alpha / beta) (eV): 6.838 / 5.938
Energy (eV): -125265.5069
2S+1: 3

The geometry in XYZ format:
```
128
C50H67FN5S3SbTi, DFT ωB97M-V with the def2-TZVPD basis set
Ti 0.42 -0.05 1.37
C 5.16 2.57 -0.19
C 4.19 1.93 -0.94
C 2.92 1.72 -0.41
C 2.60 2.12 0.89
C 3.60 2.74 1.64
C 4.86 2.97 1.10
N 1.32 1.81 1.39
C 0.56 2.80 2.00
C 0.87 4.16 2.14
C -0.02 5.03 2.74
C -1.26 4.61 3.21
C -1.63 3.29 3.03
C -0.74 2.41 2.42
N -1.06 1.10 2.08
N -2.31 0.71 2.11
C -2.45 -0.49 1.50
C -3.73 -1.09 1.45
C -3.89 -2.27 0.77
C -2.79 -2.85 0.12
C -1.58 -2.22 0.21
N -1.38 -1.08 0.89
H 6.15 2.74 -0.60
H 4.39 1.61 -1.96
H 2.16 1.25 -1.02
H 3.40 3.03 2.67
H 5.61 3.45 1.71
H 1.81 4.54 1.77
H 0.27 6.07 2.85
H -1.93 5.31 3.69
H -2.60 2.92 3.32
H -4.54 -0.59 1.95
H -4.86 -2.73 0.72
H -2.89 -3.77 -0.44
H -0.70 -2.63 -0.28
C -1.45 -0.74 -5.93
C -2.12 -1.44 -4.75
S -1.16 -1.55 -3.23
C 0.33 -2.38 -3.82
C 1.52 -1.53 -4.32
S 1.65 0.13 -3.59
C 1.76 1.21 -5.03
C 0.72 1.06 -6.14
S -1.02 1.00 -5.63
H -2.12 -0.79 -6.78
H -0.54 -1.28 -6.21
H -2.42 -2.44 -5.07
H -3.04 -0.91 -4.47
H 0.04 -3.08 -4.60
H 0.66 -3.00 -2.99
H 1.48 -1.42 -5.41
H 2.44 -2.07 -4.11
H 2.75 1.14 -5.49
H 1.69 2.21 -4.60
H 0.92 0.18 -6.75
H 0.83 1.91 -6.82
C -1.34 -1.32 4.57
C -0.46 -2.56 4.61
C -0.74 -3.51 3.44
C 0.99 -2.17 4.83
C 1.50 -2.43 6.10
C 2.80 -2.10 6.44
C 3.60 -1.45 5.52
C 3.13 -1.15 4.25
C 4.05 -0.40 3.30
C 4.73 0.78 3.99
C 5.12 -1.31 2.69
C 1.83 -1.55 3.88
N 1.44 -1.38 2.50
C 1.91 -2.41 1.68
C 2.37 -3.66 2.14
C 2.84 -4.63 1.27
C 2.89 -4.42 -0.10
C 2.44 -3.21 -0.59
C 1.97 -2.28 0.30
F 1.49 -1.07 -0.24
H -2.38 -1.57 4.34
H -1.00 -0.60 3.83
H -1.32 -0.80 5.54
H -0.74 -3.11 5.51
H -0.53 -3.05 2.48
H -1.80 -3.78 3.44
H -0.16 -4.42 3.53
H 0.86 -2.90 6.83
H 3.18 -2.32 7.43
H 4.61 -1.17 5.80
H 3.44 0.00 2.48
H 5.43 0.45 4.76
H 4.00 1.44 4.47
H 5.29 1.37 3.26
H 5.77 -1.71 3.47
H 5.75 -0.74 1.99
H 4.69 -2.15 2.15
H 2.37 -3.85 3.20
H 3.18 -5.57 1.68
H 3.28 -5.17 -0.77
H 2.47 -2.96 -1.65
C -4.33 3.07 0.57
C -3.11 3.71 -0.10
C -3.49 4.97 -0.86
Sb -2.00 2.16 -1.14
C -0.66 3.29 -2.42
C 0.27 4.12 -1.53
C -1.26 4.11 -3.55
C -3.41 1.44 -2.63
C -4.10 0.18 -2.11
C -4.44 2.42 -3.18
H -4.81 3.79 1.24
H -4.05 2.20 1.17
H -5.08 2.76 -0.16
H -2.41 3.99 0.69
H -4.11 4.77 -1.74
H -2.60 5.52 -1.21
H -4.05 5.65 -0.21
H -0.08 2.48 -2.86
H -0.27 4.90 -0.99
H 1.04 4.61 -2.13
H 0.77 3.50 -0.79
H -1.92 4.91 -3.19
H -1.84 3.49 -4.24
H -0.47 4.60 -4.13
H -2.73 1.16 -3.44
H -4.75 0.41 -1.27
H -3.39 -0.57 -1.76
H -4.73 -0.28 -2.89
H -5.14 2.73 -2.41
H -5.02 1.96 -3.98
H -3.98 3.33 -3.59
```

Mulliken atomic charge list, values in e, 99 entries:
1 Ti 1.10
2 C -0.95
3 C -0.80
4 C 0.33
5 C -0.66
6 C -0.03
7 C -1.01
8 N 2.28
9 C 0.74
10 C -0.91
11 C -0.89
12 C -0.83
13 C -0.48
14 C -1.16
15 N 1.58
16 N -0.70
17 C -0.44
18 C -1.07
19 C -0.81
20 C -1.12
21 C -0.66
22 N 1.87
23 H 0.42
24 H 0.48
25 H 0.02
26 H 0.80
27 H 0.46
28 H 0.50
29 H 0.39
30 H 0.42
31 H 0.47
32 H 0.57
33 H 0.46
34 H 0.51
35 H 0.41
36 C -0.80
37 C -1.07
38 S 0.58
39 C -1.31
40 C -1.22
41 S 0.37
42 C -1.01
43 C -1.00
44 S 0.02
45 H 0.54
46 H 0.29
47 H 0.69
48 H 0.09
49 H 0.64
50 H 0.38
51 H 0.46
52 H 0.60
53 H 0.64
54 H 0.25
55 H 0.49
56 H 0.50
57 C -1.47
58 C 0.71
59 C -1.45
60 C 0.73
61 C -1.15
62 C -1.54
63 C -0.58
64 C 0.79
65 C 3.06
66 C -1.68
67 C -1.59
68 C -1.30
69 N 2.18
70 C 0.06
71 C -0.83
72 C -0.88
73 C -0.95
74 C -1.10
75 C 0.23
76 F 0.43
77 H 0.37
78 H 0.40
79 H 0.49
80 H 0.74
81 H -0.06
82 H 0.52
83 H 0.40
84 H 0.44
85 H 0.37
86 H 0.35
87 H -1.72
88 H 0.50
89 H 0.34
90 H 0.32
91 H 0.35
92 H 0.43
93 H 0.23
94 H 0.45
95 H 0.43
96 H 0.42
97 H 0.62
98 C -1.33
99 C 1.66

Question: Which value of energy does entry 3 give?
Answer: -76007.0232 eV

Question: Look up the energy of the fourth one.
Answer: -125265.5069 eV

Question: Look up the molecular weight of the third one.
Answer: 793.12 g/mol